1.
{
  "formula": "C43H36BrCrF4I2N4O2PS",
  "method": "the ωB97M-V functional and the def2-TZVPD basis",
  "species": ["Cr", "I", "C", "C", "C", "I", "C", "O", "C", "C", "N", "C", "C", "C", "C", "C", "C", "N", "C", "H", "H", "H", "H", "H", "H", "H", "H", "H", "H", "H", "F", "C", "C", "F", "C", "F", "C", "P", "C", "C", "C", "C", "C", "C", "C", "C", "C", "C", "C", "C", "C", "Br", "C", "F", "H", "H", "H", "H", "H", "H", "H", "H", "H", "H", "C", "C", "N", "C", "C", "C", "S", "N", "C", "O", "C", "C", "C", "C", "C", "C", "H", "H", "H", "H", "H", "H", "H", "H", "H", "H", "H", "H", "H", "H", "H"],
  "xyz": [[0.167, -0.633, -0.487], [-3.474, -1.167, 5.921], [-2.370, -1.408, 4.175], [-1.048, -1.828, 4.252], [-0.277, -1.968, 3.104], [1.943, -1.800, 6.060], [-0.884, -1.733, 1.873], [-0.169, -1.934, 0.752], [-2.209, -1.307, 1.788], [-2.720, -0.925, 0.433], [-1.793, 0.113, -0.072], [-2.244, 0.816, -1.276], [-1.111, 1.719, -1.671], [-1.282, 2.932, -2.316], [-0.173, 3.721, -2.566], [1.077, 3.281, -2.157], [1.177, 2.053, -1.534], [0.105, 1.284, -1.304], [-2.949, -1.130, 2.946], [-0.625, -2.032, 5.223], [-3.739, -0.528, 0.504], [-2.709, -1.745, -0.284], [-1.715, 0.799, 0.677], [-3.153, 1.399, -1.094], [-2.452, 0.080, -2.056], [-2.275, 3.254, -2.597], [-0.283, 4.675, -3.062], [1.967, 3.872, -2.315], [2.128, 1.655, -1.210], [-3.970, -0.778, 2.884], [1.358, 3.432, 6.591], [1.467, 2.723, 5.478], [2.577, 1.935, 5.255], [3.544, 1.873, 6.160], [2.667, 1.196, 4.083], [3.792, 0.503, 3.918], [1.670, 1.190, 3.114], [1.844, 0.022, 1.686], [3.418, 0.688, 1.006], [4.417, -0.089, 0.426], [5.511, 0.505, -0.186], [5.617, 1.886, -0.248], [4.624, 2.673, 0.316], [3.539, 2.079, 0.941], [2.232, -1.545, 2.541], [3.491, -1.998, 2.634], [3.804, -3.267, 3.276], [2.932, -3.814, 4.128], [1.622, -3.149, 4.357], [1.144, -2.473, 3.080], [0.600, 2.060, 3.334], [-0.662, 2.515, 2.005], [0.487, 2.798, 4.499], [-0.531, 3.632, 4.698], [4.349, -1.168, 0.439], [6.285, -0.119, -0.612], [6.475, 2.345, -0.718], [4.698, 3.751, 0.286], [2.779, 2.713, 1.380], [4.324, -1.417, 2.263], [4.781, -3.701, 3.122], [3.175, -4.695, 4.706], [0.866, -3.831, 4.737], [1.136, -3.311, 2.361], [1.534, -0.862, -6.260], [2.412, -1.848, -5.509], [2.688, -1.438, -4.124], [3.994, -0.834, -3.850], [3.991, 0.679, -3.987], [1.755, -1.612, -3.191], [2.161, -1.112, -1.568], [0.651, -2.246, -3.586], [-0.471, -2.289, -2.901], [-0.812, -1.551, -1.923], [-1.486, -3.269, -3.370], [-1.435, -3.771, -4.669], [-2.383, -4.684, -5.098], [-3.376, -5.116, -4.229], [-3.421, -4.632, -2.930], [-2.485, -3.705, -2.505], [1.336, -1.239, -7.263], [2.013, 0.111, -6.358], [0.580, -0.735, -5.751], [3.380, -1.953, -5.997], [1.941, -2.829, -5.478], [4.694, -1.283, -4.555], [4.312, -1.125, -2.850], [3.713, 0.991, -4.992], [4.985, 1.072, -3.773], [3.290, 1.120, -3.280], [-0.655, -3.432, -5.334], [-2.346, -5.062, -6.110], [-4.111, -5.834, -4.564], [-4.183, -4.982, -2.247], [-2.499, -3.345, -1.486]],
  "mulliken_charge": [-0.83, 0.10, -1.15, -0.31, 0.26, 0.06, 0.53, -1.11, 0.57, 0.06, -0.23, -1.15, 0.69, -1.06, -0.60, -1.30, 0.05, 1.57, -0.82, 0.29, 0.57, -0.47, -0.28, 0.72, 0.32, 0.59, 0.45, 0.57, 0.11, 0.45, -0.29, 0.51, 0.51, -0.30, -0.19, -0.38, -0.42, 2.08, 1.37, -0.75, -1.19, -0.79, -0.82, -1.13, 0.17, -0.30, -1.30, -0.73, -1.28, 0.89, 0.13, -0.06, 0.38, -0.33, 0.73, 0.48, 0.46, 0.53, 0.44, 1.01, 0.50, 0.53, 0.79, 0.54, -1.04, -0.69, 0.13, -1.11, -0.54, 0.56, -0.11, -0.33, -0.16, 0.49, 0.59, -0.30, -0.80, -0.40, -0.96, -0.21, 0.37, 0.34, 0.22, 0.41, 0.45, 0.45, 0.56, 0.36, 0.40, -0.13, 0.36, 0.43, 0.40, 0.44, 0.35],
  "total_charge": 1,
  "orbital_gap_ha": [0.25761, 0.27019],
  "de_lowest_kj_mol": 99.41,
  "homo_energy_ev": [-10.36, -10.39],
  "multiplicity": 2,
  "lumo_energy_ha": [-0.1230, -0.1115]
}

=====

2.
{
  "formula": "C3H5O3",
  "method": "the ωB97M-V functional and the def2-TZVPD basis",
  "species": ["O", "C", "O", "H", "C", "C", "O", "H", "H", "H", "H"],
  "xyz": [[2.044, -0.104, 1.810], [1.177, -0.713, 1.175], [-0.087, -0.749, 1.434], [1.603, -1.233, 0.285], [-0.899, 1.202, -2.431], [-0.904, 0.838, -1.104], [-1.278, -0.436, -0.742], [-0.670, 2.228, -2.711], [-1.085, 0.474, -3.258], [-0.608, 1.500, -0.330], [-0.919, -0.623, 0.174]],
  "mulliken_charge": [-0.62, 0.12, -0.76, 0.30, -0.72, -0.04, -0.56, 0.24, 0.22, 0.34, 0.48],
  "total_charge": -1,
  "orbital_gap_ha": 0.32881,
  "de_lowest_kj_mol": 36.93,
  "homo_energy_ev": -4.75,
  "lumo_energy_ha": 0.1541
}

=====

3.
{
  "formula": "C31H31IN4O12",
  "method": "the ωB97M-V functional and the def2-TZVPD basis",
  "species": ["O", "N", "O", "C", "C", "C", "C", "C", "C", "H", "H", "H", "H", "H", "O", "N", "O", "C", "C", "C", "C", "C", "C", "H", "H", "H", "H", "H", "O", "N", "O", "C", "C", "C", "C", "C", "C", "H", "H", "H", "H", "H", "O", "N", "O", "C", "C", "C", "C", "C", "C", "H", "H", "H", "H", "H", "C", "C", "C", "C", "O", "C", "O", "O", "C", "C", "O", "I", "H", "H", "H", "H", "H", "H", "H", "H", "H", "H", "H"],
  "xyz": [[-1.708, -0.885, -1.213], [-0.980, -0.343, -2.019], [-0.745, 0.848, -2.041], [-0.324, -1.193, -3.023], [-0.592, -2.549, -3.027], [0.022, -3.344, -3.981], [0.889, -2.779, -4.909], [1.147, -1.415, -4.882], [0.537, -0.609, -3.934], [-1.265, -2.977, -2.299], [-0.174, -4.407, -4.000], [1.364, -3.401, -5.652], [1.825, -0.979, -5.602], [0.729, 0.453, -3.904], [5.147, -5.320, -6.627], [4.520, -4.622, -5.860], [3.535, -3.976, -6.168], [4.978, -4.550, -4.464], [6.112, -5.254, -4.096], [6.550, -5.171, -2.787], [5.856, -4.397, -1.864], [4.716, -3.708, -2.253], [4.269, -3.778, -3.564], [6.644, -5.853, -4.820], [7.439, -5.705, -2.483], [6.203, -4.333, -0.843], [4.172, -3.110, -1.535], [3.385, -3.241, -3.874], [-8.160, 4.534, 5.118], [-9.112, 4.309, 4.398], [-9.910, 5.145, 4.027], [-9.303, 2.924, 3.938], [-8.412, 1.953, 4.354], [-8.598, 0.651, 3.922], [-9.662, 0.340, 3.087], [-10.543, 1.332, 2.676], [-10.366, 2.638, 3.102], [-7.586, 2.207, 5.000], [-7.910, -0.121, 4.236], [-9.805, -0.679, 2.753], [-11.369, 1.089, 2.022], [-11.043, 3.418, 2.788], [8.109, -2.146, 0.434], [8.534, -2.302, -0.692], [8.532, -3.362, -1.285], [9.069, -1.127, -1.396], [9.107, 0.087, -0.735], [9.625, 1.187, -1.398], [10.091, 1.060, -2.701], [10.036, -0.168, -3.347], [9.522, -1.275, -2.693], [8.741, 0.173, 0.277], [9.667, 2.143, -0.897], [10.498, 1.921, -3.213], [10.396, -0.264, -4.362], [9.475, -2.235, -3.185], [-4.491, 6.279, 4.442], [-4.755, 4.943, 3.721], [-3.927, 3.821, 4.359], [-3.353, 2.805, 3.384], [-4.340, 1.765, 3.177], [-3.961, 0.658, 2.536], [-4.668, 0.083, 1.765], [-2.749, 0.165, 2.938], [-1.712, 0.295, 1.981], [-0.437, -0.189, 2.651], [-0.149, 0.079, 3.764], [0.838, -1.362, 1.396], [-4.390, 6.102, 5.512], [-3.547, 6.705, 4.095], [-5.280, 7.005, 4.258], [-5.811, 4.732, 3.863], [-4.526, 5.066, 2.664], [-4.512, 3.259, 5.088], [-3.074, 4.247, 4.894], [-3.139, 3.260, 2.416], [-2.458, 2.358, 3.818], [-1.515, 1.341, 1.715], [-1.918, -0.249, 1.060]],
  "mulliken_charge": [-0.58, 1.04, -0.62, 0.02, -0.28, -0.50, -0.60, -0.39, -0.38, 0.48, 0.41, 0.52, 0.42, 0.46, -0.61, 0.99, -0.62, 0.09, -0.47, -0.42, -0.61, -0.62, 0.00, 0.46, 0.41, 0.49, 0.51, 0.37, -0.62, 1.04, -0.61, 0.13, -0.25, -0.42, -0.49, -0.38, -0.43, 0.45, 0.38, 0.38, 0.37, 0.45, -0.61, 1.02, -0.57, 0.16, -0.42, -0.41, -0.44, -0.45, -0.30, 0.45, 0.37, 0.38, 0.37, 0.46, -1.46, 0.21, -0.90, -0.25, -0.19, 0.58, -0.54, -0.34, -0.11, 0.14, -0.45, 0.04, 0.36, 0.38, 0.39, -0.16, 0.34, 0.29, 0.40, 0.35, 0.31, 0.26, 0.37],
  "orbital_gap_ha": 0.33700,
  "homo_energy_ev": -9.96,
  "lumo_energy_ha": -0.0292
}